[1]
# CH11NO4

A cluster of 5 separate species, CH11NO4 in total (ωB97M-V/def2-TZVPD, OMol25).

Properties
Energy (eV): -10894.0354
Frontier orbital gap (hartree): 0.404
Total charge: 0
Energy relative to the best compared isomer or geometry (same formula, charge and spin) (eV): 1.990
SMILES string: C=N.O.O.O.O
HOMO energy (eV): -10.5649

XYZ file:
```
17
CH11NO4 ωB97M-V/def2-TZVPD
C -1.96345 1.45463 -3.32301
N -1.05632 1.32285 -2.41385
H -1.83677 2.13917 -4.15769
H -2.94112 0.96324 -3.19332
H -0.32095 1.95586 -2.66560
H 1.65619 0.53075 -0.10241
H 1.69540 -0.53751 -1.05453
O 2.31122 0.12565 -0.77155
H -2.46531 -0.83671 0.77373
H -1.52402 -1.94841 0.27360
O -1.50817 -1.15067 0.82141
H 1.32939 1.24538 2.76738
H -0.16017 0.98135 2.36612
O 0.76187 0.83267 2.02066
H 0.88975 -1.33314 1.98252
H 1.38784 -2.71017 1.99961
O 1.11818 -2.11235 2.66019
```

[2]
# C3H5NOS

The molecule C3H5NOS (ωB97M-V/def2-TZVPD, OMol25).

Properties
Energy (eV): -17562.5455
Frontier orbital gap (hartree): 0.353
Total charge: 0
Energy relative to the best compared isomer or geometry (same formula, charge and spin) (eV): 2.722
SMILES string: CC1=NOCS1
HOMO energy (eV): -8.8423

XYZ file:
```
11
C3H5NOS ωB97M-V/def2-TZVPD
C -2.26696 -0.04251 0.06961
C -0.81048 -0.09808 -0.02893
C 1.66214 -0.02880 0.19051
H -2.67548 0.35478 1.01337
H -2.72449 0.60335 -0.63723
H -2.74161 -1.07465 -0.23835
H 2.51785 -0.04971 -0.51109
H 1.95602 -0.01832 1.29716
N -0.31095 -1.26276 0.04186
O 1.08851 -1.22843 -0.17227
S 0.35175 1.24173 -0.07662
```

[3]
# C9H18OSi

A cluster of 2 separate species, C9H18OSi in total (ωB97M-V/def2-TZVPD, OMol25).

Properties
Energy (eV): -19547.3114
Frontier orbital gap (hartree): 0.334
Total charge: 0
Energy relative to the best compared isomer or geometry (same formula, charge and spin) (eV): 2.692
SMILES string: C=C1C/C1=C\C.C[Si](C)(C)O
HOMO energy (eV): -8.6318

XYZ file:
```
29
C9H18OSi ωB97M-V/def2-TZVPD
C 2.67470 -1.49125 -1.19936
C 2.34963 -2.79007 -1.36692
C 2.89810 -0.19205 -1.87662
C 2.67896 -0.31050 -0.40380
C 2.41754 1.84289 0.92559
C -3.51460 -0.51736 0.23326
C -1.85473 2.16045 0.93395
C -0.78690 -0.63136 1.75868
C 2.44780 0.35798 0.74246
O -1.13538 0.33559 -1.20082
Si -1.76336 0.35426 0.26422
H 2.13972 -3.44506 -0.53511
H 2.52396 -3.13537 -2.40830
H 3.92429 0.15899 -2.09806
H 2.19404 0.34171 -2.60908
H 1.27299 2.04142 0.89256
H 2.74523 2.38658 -0.00037
H 2.89697 2.00148 1.88056
H -3.59905 -1.18348 -0.58757
H -3.64613 -1.23122 1.12137
H -4.36295 0.17603 0.25890
H -1.92362 2.36716 1.94569
H -0.95779 2.60646 0.64271
H -2.60790 2.59522 0.35626
H 0.23980 -0.13698 2.15433
H -1.38801 -0.89803 2.58154
H -0.39598 -1.63821 1.36250
H 2.45109 -0.00627 1.70904
H -0.79499 -0.31506 -1.85155
```

[4]
# C3H11N3

A cluster of 2 separate species, C3H11N3 in total (ωB97M-V/def2-TZVPD, OMol25).

Properties
Energy (eV): -7756.5006
Frontier orbital gap (hartree): 0.327
Total charge: 0
Energy relative to the best compared isomer or geometry (same formula, charge and spin) (eV): 3.583
SMILES string: C=NC.NCN
HOMO energy (eV): -8.5975

XYZ file:
```
17
C3H11N3 ωB97M-V/def2-TZVPD
C 2.16006 -1.03225 -0.73205
C 2.18692 0.53204 1.06911
N 1.45405 -0.28531 0.38333
H 1.83473 -2.06938 -0.60328
H 1.94800 -0.50641 -1.64102
H 3.18730 -1.02690 -0.48617
H 2.31143 0.32522 2.08254
H 2.85295 1.26595 0.63538
N -1.51769 -0.85722 -0.03744
C -1.41592 0.54214 -0.16894
N -2.66664 1.26058 -0.46465
H -2.12564 -1.19490 0.72931
H -0.60019 -1.39838 0.19888
H -0.62136 0.76500 -0.90670
H -0.98393 0.96418 0.81461
H -3.20345 0.97117 0.31455
H -3.07426 0.82648 -1.31550
```

[5]
# C29H35I2N8O3RbS3

A structure of composition C29H35I2N8O3RbS3 (ωB97M-V/def2-TZVPD, OMol25).

Properties
Energy (eV): -98071.1609
Frontier orbital gap (hartree): 0.192
Total charge: -2
Energy relative to the best compared isomer or geometry (same formula, charge and spin) (eV): 0.195
HOMO energy (eV): -1.9036

XYZ file:
```
81
C29H35I2N8O3RbS3 ωB97M-V/def2-TZVPD
Rb 0.33838 0.61998 -0.23347
C -1.12986 1.89823 3.32245
C 0.13530 2.67526 2.92013
N 1.20336 1.82214 2.44071
C 2.02387 1.12346 3.39554
C 1.36028 -0.05697 4.11334
S 0.54576 -1.29861 3.05717
C -1.18899 -1.17135 3.59045
C -2.09558 -0.29514 2.71601
N -1.47364 0.93370 2.31176
H -1.92698 2.63574 3.51736
H -0.96915 1.37836 4.26833
H 0.44748 3.31862 3.76383
H -0.14480 3.33052 2.09156
H 1.78568 2.27582 1.75291
H 2.41761 1.79190 4.18625
H 2.88489 0.74898 2.83710
H 0.62285 0.28537 4.83786
H 2.13865 -0.56949 4.68367
H -1.17789 -0.83773 4.63061
H -1.58711 -2.18723 3.59368
H -3.04464 -0.16219 3.27101
H -2.34279 -0.85202 1.81098
H -1.87420 1.37012 1.48342
I 9.01449 -1.12184 0.49498
C 7.01434 -0.50484 0.43136
C 6.71649 0.84660 0.34790
C 5.38779 1.22430 0.29557
I 4.90542 3.25766 0.20894
C 4.28949 0.31342 0.30785
O 3.07981 0.68076 0.21918
C 4.66758 -1.06736 0.44499
C 3.56426 -2.08909 0.60700
N 2.56131 -2.15387 -0.44783
C 3.09664 -2.47280 -1.74834
C 2.01617 -2.51573 -2.80463
C 2.26624 -3.14829 -4.02073
C 1.27537 -3.16676 -4.98420
C 0.06310 -2.55498 -4.70717
C -0.09347 -1.94648 -3.47302
N 0.85494 -1.92195 -2.53723
C 5.99398 -1.44866 0.48687
H 7.49891 1.59201 0.32353
H 3.02189 -1.87735 1.53309
H 4.01202 -3.08315 0.71957
H 2.12862 -1.24107 -0.50243
H 3.58147 -3.45504 -1.70308
H 3.87504 -1.76632 -2.08818
H 3.22741 -3.61645 -4.19762
H 1.44716 -3.65104 -5.93871
H -0.74131 -2.52963 -5.42928
H -1.01771 -1.43635 -3.22945
H 6.23337 -2.50283 0.57897
C -4.73198 0.31754 -2.96424
C -4.70758 -0.97446 -2.24230
N -5.50532 -1.98271 -2.43312
N -5.09225 -2.90059 -1.50115
C -4.05684 -2.50118 -0.74344
S -3.32406 -3.36574 0.49275
N -3.79890 -1.25532 -1.24373
N -2.78030 -0.41322 -0.79262
H -5.56240 0.30389 -3.66777
H -3.78755 0.48371 -3.49074
H -4.83614 1.14337 -2.25549
H -5.54279 -3.79116 -1.41166
H -3.22735 0.41312 -0.37959
H -2.27163 -0.05713 -1.61551
O -3.81236 2.28775 -0.54763
C -2.65328 2.65819 -0.85211
O -1.62274 2.47542 -0.15174
C -2.47014 3.39365 -2.16644
C -3.02189 4.67032 -2.23606
C -2.89280 5.46206 -3.36727
C -2.20641 4.94287 -4.46126
C -1.68097 3.66537 -4.40557
C -1.78992 2.84346 -3.26976
S -1.12302 1.21478 -3.32417
H -3.56698 5.03919 -1.37393
H -3.32059 6.45762 -3.39737
H -2.08505 5.53518 -5.36238
H -1.15723 3.25670 -5.26253
```